1.
The following is a quantum chemistry calculation of an isolated molecule of C26H36N2O2, from the Open Molecules 2025 dataset.

Cartesian coordinates (Å):
C 4.913 -1.745 2.847
H 5.650 -1.793 3.645
H 5.198 -2.458 2.076
H 4.943 -0.745 2.422
C 3.524 -2.075 3.389
C 3.549 -3.434 4.086
H 3.815 -4.218 3.379
H 4.281 -3.437 4.891
H 2.575 -3.669 4.509
C 2.467 -2.082 2.280
C 2.206 -0.699 1.682
N 1.049 -0.722 0.798
C 0.309 0.528 0.770
H -0.179 0.608 -0.201
C -0.773 0.496 1.874
O -1.285 -0.808 1.987
H -0.573 -1.393 1.666
C -1.955 1.467 1.608
N -2.047 1.985 0.260
C -2.698 1.252 -0.715
C -3.086 -0.078 -0.493
C -3.736 -0.796 -1.474
C -4.022 -0.227 -2.710
C -3.640 1.072 -2.947
C -2.979 1.821 -1.970
C -2.585 3.194 -2.290
O -2.911 3.754 -3.326
C -1.737 3.828 -1.277
C -1.178 5.075 -1.567
C -0.349 5.709 -0.673
C -0.056 5.079 0.531
C -0.599 3.852 0.841
C -1.469 3.200 -0.046
H -0.319 3.393 1.775
H 0.612 5.552 1.236
H 0.077 6.673 -0.903
H -1.425 5.513 -2.522
H -3.832 1.557 -3.892
H -4.528 -0.800 -3.471
H -4.016 -1.820 -1.274
H -2.857 -0.571 0.437
H -1.910 2.312 2.295
H -2.872 0.920 1.838
H -0.313 0.771 2.839
H 0.956 1.406 0.896
C 1.330 -1.235 -0.538
C 0.099 -1.939 -1.117
H -0.797 -1.354 -0.907
H -0.013 -2.900 -0.611
C 0.180 -2.166 -2.631
C -0.053 -0.865 -3.398
H 0.019 -1.040 -4.469
H -1.045 -0.472 -3.183
H 0.681 -0.108 -3.134
C -0.860 -3.200 -3.055
H -1.859 -2.847 -2.806
H -0.814 -3.369 -4.129
H -0.692 -4.149 -2.551
H 1.177 -2.549 -2.877
H 2.150 -1.951 -0.468
H 1.660 -0.424 -1.205
H 1.991 -0.008 2.500
H 3.098 -0.329 1.154
H 2.778 -2.777 1.497
H 1.524 -2.450 2.692
H 3.247 -1.313 4.127

Output
* energy above the lowest of the compared OMol25 structures with the same formula, charge and spin: 0.000 eV
* orbital gap: 8.015 eV
* SMILES: CC(C)CCN(CCC(C)C)C[C@H](O)Cn1c2ccccc2c(=O)c2ccccc21
* E_HOMO: -7.95 eV

Mulliken atomic charge list, values in e, 4 entries: C -1.48; H 0.44; H 0.29; H 0.36

2.
The following is a quantum chemistry calculation of a cluster of 2 separate species, C4H12S2 in total, from the Open Molecules 2025 dataset.

Cartesian coordinates (Å):
C -3.436 0.692 0.187
C -1.930 0.482 0.003
S -1.445 -0.963 -1.029
H -3.745 -0.242 0.469
H -3.642 1.342 0.941
H -3.896 0.978 -0.789
H -1.399 0.309 1.013
H -1.584 1.377 -0.522
H -1.935 -0.754 -2.255
C 2.002 0.855 -0.088
S 3.355 0.198 1.019
C 3.101 -1.590 0.532
H 1.144 1.051 0.486
H 2.407 1.798 -0.429
H 1.825 0.243 -0.983
H 3.696 -1.825 -0.354
H 1.962 -1.758 0.488
H 3.520 -2.192 1.312

Output
* energy above the lowest of the compared OMol25 structures with the same formula, charge and spin: 1.786 eV
* orbital gap (alpha / beta): 2.033 / 8.635 eV
* total charge: -1
* multiplicity: 2
* E_HOMO (alpha / beta): 1.19 / -5.30 eV

Mulliken atomic charge list, values in e, 4 entries: C -1.58; C -1.01; S -0.68; H 0.44

3.
The following is a quantum chemistry calculation of a structure of composition C8H24N6O10Zn2, from the Open Molecules 2025 dataset.

Cartesian coordinates (Å):
Zn -2.491 -1.343 -1.449
Zn -1.506 -2.582 1.338
C -0.428 -0.788 0.196
O -0.574 -1.009 -0.998
O 0.227 -1.612 0.937
O -1.559 -0.702 0.590
C -3.603 1.422 -1.348
O -3.521 0.294 -1.826
N -3.483 1.691 -0.058
N -4.021 2.475 -1.888
H -3.880 2.570 0.240
H -2.938 1.109 0.563
H -4.017 3.333 -1.354
H -4.230 2.455 -2.876
C -2.863 -1.228 3.920
O -2.071 -1.902 3.306
N -3.636 -1.708 4.883
N -3.079 -0.002 3.665
H -3.570 -2.712 4.959
H -4.341 -1.147 5.341
H -2.565 0.290 2.846
H -3.522 0.562 4.376
C 2.462 0.295 3.158
O 3.056 0.853 4.097
N 1.570 -0.623 3.436
N 2.539 0.420 1.895
H 1.167 -1.068 2.624
H 1.383 -1.076 4.319
H 1.761 0.231 1.280
H 3.251 0.766 1.268
C 0.149 2.030 -3.469
C 1.266 2.756 -2.653
O 1.428 2.404 -1.288
O 0.207 0.601 -3.352
H 0.107 2.246 -4.537
H -0.816 2.200 -2.992
H 1.115 3.825 -2.805
H 2.251 2.619 -3.099
H 2.243 1.899 -1.232
H 0.197 0.347 -2.426
C 4.461 -2.241 -1.667
C 3.056 -1.629 -1.813
O 1.944 -2.287 -2.544
O 5.216 -1.888 -2.756
H 4.541 -3.311 -1.476
H 4.971 -1.868 -0.779
H 3.195 -0.725 -2.406
H 2.554 -1.517 -0.852
H 1.152 -1.986 -2.092
H 5.242 -2.737 -3.203

Output
* orbital gap (alpha / beta): 2.582 / 2.160 eV
* total charge: +3
* multiplicity: 2
* E_HOMO (alpha / beta): -16.43 / -16.20 eV

Mulliken atomic charge list, values in e, 4 entries: Zn 0.82; Zn 0.91; C 1.81; O -0.48

4.
The following is a quantum chemistry calculation of a structure of composition C34H39BN6O4SSiTi, from the Open Molecules 2025 dataset.

Cartesian coordinates (Å):
Ti 0.076 -1.197 1.633
N 4.053 -0.647 3.604
C 2.753 -1.020 3.186
S 1.558 0.245 3.104
N 2.556 -2.252 2.894
N 1.281 -2.528 2.397
C 0.983 -3.864 2.525
C -0.215 -4.429 2.168
C -0.601 -5.782 2.272
C -1.961 -6.122 2.347
C -2.894 -5.077 2.541
C -2.541 -3.775 2.332
N -1.288 -3.582 1.622
H 4.003 0.095 4.288
H 4.537 -1.456 3.973
H 1.758 -4.496 2.950
H 0.170 -6.525 2.450
H -2.258 -7.154 2.490
H -3.878 -5.285 2.952
H -3.116 -2.906 2.609
N -1.617 -0.215 0.436
C -2.885 -0.308 1.165
C -2.615 -0.382 2.682
O -3.533 -0.084 3.446
O -1.447 -0.773 2.996
H -1.235 0.742 0.522
H -1.744 -0.386 -0.556
H -3.395 -1.230 0.876
H -3.561 0.530 0.964
C 1.395 -0.547 -0.058
Si 1.519 1.157 -0.686
C 0.901 2.534 0.490
N -0.533 2.512 0.802
C -0.868 2.886 2.186
C -1.247 4.360 2.296
C -2.555 4.606 1.531
C -2.685 3.618 0.364
C -1.314 3.253 -0.187
C 3.330 1.698 -0.938
C 4.167 1.608 0.184
C 5.506 1.961 0.116
C 6.048 2.407 -1.083
C 5.242 2.491 -2.210
C 3.899 2.141 -2.131
C 0.619 1.469 -2.334
C -0.131 0.479 -2.971
C -0.849 0.745 -4.133
C -0.818 2.014 -4.690
C -0.069 3.016 -4.083
C 0.633 2.741 -2.921
H 2.362 -0.760 0.420
H 1.309 -1.258 -0.893
H 1.215 3.529 0.123
H 1.460 2.346 1.409
H -0.017 2.635 2.815
H -1.698 2.265 2.543
H -0.436 4.961 1.873
H -1.345 4.655 3.342
H -2.588 5.635 1.157
H -3.406 4.487 2.205
H -3.298 4.040 -0.436
H -3.186 2.706 0.697
H -0.789 4.179 -0.488
H -1.410 2.655 -1.099
H 3.770 1.234 1.125
H 6.127 1.875 1.000
H 7.097 2.677 -1.140
H 5.658 2.826 -3.153
H 3.288 2.208 -3.025
H -0.165 -0.521 -2.552
H -1.427 -0.046 -4.593
H -1.377 2.226 -5.595
H -0.040 4.012 -4.511
H 1.195 3.539 -2.446
O -0.194 -3.429 -0.592
B -1.343 -3.421 0.240
O -2.493 -3.164 -0.553
C -2.036 -3.051 -1.826
C -2.749 -2.819 -2.981
C -2.028 -2.766 -4.181
C -0.651 -2.931 -4.202
C 0.068 -3.161 -3.024
C -0.650 -3.215 -1.849
H -3.823 -2.691 -2.953
H -2.556 -2.586 -5.109
H -0.121 -2.873 -5.144
H 1.142 -3.283 -3.017

Output
* orbital gap (alpha / beta): 2.683 / 4.591 eV
* total charge: -2
* multiplicity: 3
* E_HOMO (alpha / beta): 1.49 / -0.42 eV

Mulliken atomic charge list, values in e, 4 entries: Ti 0.00; N -0.47; C 0.34; S -0.55

5.
The following is a quantum chemistry calculation of an isolated molecule of C20H21N3O4S2, from the Open Molecules 2025 dataset.

Cartesian coordinates (Å):
C 3.677 0.800 -2.718
H 4.161 0.312 -3.570
O 2.902 -0.111 -1.974
C 1.827 -0.688 -2.592
C 1.497 -0.512 -3.930
C 0.383 -1.149 -4.446
C -0.408 -1.952 -3.649
C -0.082 -2.138 -2.311
C 1.038 -1.510 -1.793
H 1.309 -1.648 -0.758
C -0.946 -2.985 -1.421
N -1.254 -2.297 -0.186
C -1.371 -2.962 0.981
O -1.242 -4.171 1.069
C -1.724 -2.115 2.164
C -1.361 -0.778 2.247
C -1.757 -0.022 3.342
C -2.512 -0.601 4.357
C -2.841 -1.944 4.286
C -2.446 -2.702 3.199
H -2.695 -3.749 3.127
H -3.414 -2.395 5.082
H -2.835 -0.002 5.197
N -1.465 1.349 3.410
C -0.524 1.977 2.694
N 0.480 1.464 2.131
C 1.317 2.382 1.426
C 1.794 1.759 0.135
H 2.076 0.720 0.255
H 2.582 2.329 -0.347
S 0.318 1.894 -0.909
O -0.638 0.868 -0.593
O 0.661 2.072 -2.292
C -0.233 3.505 -0.223
C 0.486 3.665 1.106
H 1.111 4.557 1.126
S -0.701 3.771 2.487
H -1.314 3.470 -0.117
H 0.043 4.259 -0.954
H 2.171 2.640 2.071
H -2.076 1.921 3.974
H -0.780 -0.307 1.473
H -1.339 -1.293 -0.239
H -1.874 -3.247 -1.944
H -0.441 -3.919 -1.148
H -1.282 -2.434 -4.062
H 0.128 -1.004 -5.485
H 2.084 0.125 -4.571
H 4.445 1.163 -2.035
H 3.063 1.634 -3.070

Output
* energy above the lowest of the compared OMol25 structures with the same formula, charge and spin: 1.126 eV
* orbital gap: 8.593 eV
* SMILES: COc1cccc(CNC(=O)c2cccc(NC3=N[C@H]4CS(=O)(=O)C[C@H]4S3)c2)c1
* E_HOMO: -8.39 eV

Mulliken atomic charge list, values in e, 4 entries: C -0.94; H 0.38; O -0.43; C 0.36

6.
The following is a quantum chemistry calculation of a cluster of 2 separate species, C14H10F3NO2 in total, from the Open Molecules 2025 dataset.

Cartesian coordinates (Å):
C -0.164 -2.408 1.205
N -1.263 -1.853 0.712
O -1.527 -1.981 -0.528
O -1.977 -1.108 1.454
H 0.151 -2.094 2.190
H 0.526 -2.849 0.502
F -1.333 -6.337 -2.211
C -1.991 -5.853 -1.109
C -3.336 -5.524 -1.238
C -3.947 -4.956 -0.130
F -5.250 -4.537 -0.242
C -3.265 -4.715 1.057
C -1.858 -4.952 1.154
C -1.197 -4.540 2.361
C 0.050 -4.919 2.939
C 0.255 -4.664 4.331
C 1.470 -4.884 4.954
C 2.544 -5.437 4.250
C 2.321 -5.799 2.922
F 3.372 -6.325 2.212
C 1.115 -5.613 2.272
C -1.261 -5.642 0.050
H -3.865 -5.663 -2.172
H -3.800 -4.286 1.905
H -1.860 -3.993 3.038
H -0.591 -4.275 4.914
H 1.610 -4.607 5.999
H 3.513 -5.568 4.695
H 1.005 -5.951 1.248
H -0.217 -5.929 0.080

Output
* energy above the lowest of the compared OMol25 structures with the same formula, charge and spin: 2.765 eV
* orbital gap: 5.588 eV
* E_HOMO: -8.24 eV

Mulliken atomic charge list, values in e, 4 entries: C -0.90; N 0.99; O -0.59; O -0.64